A 4-piece molecular cluster, C2H11NO3 overall, computed with ωB97M-V/def2-TZVPD.

Output
2S+1: 1
orbital gap: 0.312 Eh
ΔE to the lowest compared entry with this formula, charge and spin: 17.9 kcal per mole
HOMO: -7.88 eV
SMILES string: C=CN.O.O.O

Atoms and positions in Å:
C (-0.4944, 1.5747, -1.6018)
C (0.7770, 1.9167, -1.3202)
N (1.8387, 1.0218, -1.3429)
H (-0.9345, 0.5913, -1.7007)
H (-1.1187, 2.3768, -1.9829)
H (1.0163, 2.9436, -1.0948)
H (1.5299, 0.0607, -1.2646)
H (2.6539, 1.2599, -0.7852)
O (-2.1613, -0.2926, 1.2984)
H (-1.3289, 0.0538, 1.6235)
H (-2.0482, -0.0418, 0.3763)
O (-0.4809, -2.0670, 2.2391)
H (-1.4060, -1.7709, 2.3172)
H (-0.1977, -2.2458, 3.1400)
O (0.8734, -1.4648, -0.1634)
H (0.4093, -1.5564, 0.6738)
H (1.0719, -2.3599, -0.4119)

***

C11H22N6O5S2Sr as an isolated structure, computed with ωB97M-V/def2-TZVPD.

Output
2S+1: 1
orbital gap: 0.203 Eh
ΔE to the lowest compared entry with this formula, charge and spin: 24.2 kcal per mole
HOMO: -5.73 eV

Atoms and positions in Å:
O (0.8618, 2.0094, -0.3634)
H (0.8049, 1.9524, 0.6169)
Sr (-1.3859, -0.0689, 0.3602)
N (-1.0228, -0.0334, -2.2696)
N (0.5521, -1.3189, -0.8626)
O (-1.9191, 0.6585, -2.9246)
O (1.2410, -2.0946, -0.0300)
C (-0.0791, -0.6840, -2.9942)
C (0.8449, -1.4047, -2.1844)
C (-0.0063, -0.6722, -4.4773)
C (1.9703, -2.1883, -2.7594)
H (-0.8245, -0.0778, -4.8932)
H (-0.0701, -1.6945, -4.8786)
H (0.9509, -0.2497, -4.8158)
H (2.5238, -2.6869, -1.9571)
H (2.6609, -1.5381, -3.3194)
H (1.5967, -2.9500, -3.4613)
H (-2.6415, 1.1458, -1.6639)
H (1.9235, -1.0376, 0.9460)
O (-1.2113, -2.4739, 1.1385)
H (-1.5155, -3.1174, 1.7969)
H (-0.2935, -2.7349, 0.8552)
C (2.6730, 2.2810, -1.3769)
H (2.1975, 3.2554, -1.4147)
H (2.1341, 1.5036, -1.9066)
H (3.6141, 2.4086, -1.9334)
O (-2.8307, 1.2315, -0.6397)
H (0.2119, 2.6955, -0.6096)
H (-3.3465, 2.0388, -0.4731)
N (-4.6328, 1.5391, 1.6365)
C (-3.6373, 1.7283, 2.5455)
N (-2.3952, 1.3163, 2.3790)
C (-1.5642, 1.7713, 3.4126)
C (-2.2266, 2.5526, 4.3499)
S (-3.8979, 2.7373, 3.9598)
C (-0.1763, 1.3729, 3.4175)
C (0.7338, 1.5426, 4.4532)
S (2.2603, 0.8397, 4.0822)
C (1.6084, 0.3007, 2.5339)
N (0.3558, 0.7047, 2.3064)
N (2.3575, -0.3991, 1.6795)
H (-5.5657, 1.7760, 1.9532)
H (-4.5347, 0.7822, 0.9660)
H (-1.7469, 2.9809, 5.2208)
H (0.5028, 2.0414, 5.3866)
H (3.2939, -0.6048, 2.0096)
H (2.9789, 1.9921, -0.3766)

***

The molecule C3H4ClNO2S, computed with ωB97M-V/def2-TZVPD.

Output
2S+1: 1
orbital gap: 0.418 Eh
ΔE to the lowest compared entry with this formula, charge and spin: 24.1 kcal per mole
HOMO: -11.30 eV
SMILES string: CS(=O)(=O)[C@H](Cl)C#N

Atoms and positions in Å:
C (0.5223, 0.3634, 0.4424)
S (-1.1467, 0.9542, 0.3811)
O (-1.2007, 2.0862, -0.4796)
O (-1.7210, 1.1037, 1.6747)
C (-2.0442, -0.4996, -0.4742)
Cl (-3.7708, 0.0532, -0.3327)
C (-1.9008, -1.7281, 0.1346)
N (-1.7266, -2.7623, 0.5790)
H (1.3164, 1.2146, 0.8108)
H (0.6095, -0.4109, 1.1129)
H (0.9623, -0.0958, -0.3953)
H (-1.8025, -0.3084, -1.5649)